No. 1
Molecular formula: C6H11N
Method: DFT, the ωB97M-V functional and the def2-TZVPD basis

Results
Net charge = 0
Molar mass = 97.16 g mol⁻¹
ΔE to the lowest compared entry with this formula, charge and spin = 3.909 eV
Orbital gap = 8.57 eV
Lowest unoccupied orbital energy = 0.57 eV
Electronic energy = -289.8280 a.u.

Structure (XYZ):
```
18
Properties=species:S:1:pos:R:3:forces:R:3:nbo_charge:R:1
N 1.4271 -1.0585 0.1220 1.01 -1.61 -3.10 -0.8232
C 0.4148 -0.0575 -0.0112 -2.49 -2.82 4.22 0.1152
C 0.7876 1.3036 -0.1172 2.12 1.66 -1.65 -0.2288
C -1.1044 -1.9282 0.1527 -1.03 -0.99 0.23 -0.6566
C -2.0046 0.6297 0.4343 1.20 -0.35 1.60 -0.6592
C 1.6491 1.9189 -0.9855 0.07 0.45 0.16 -0.3791
C -0.8637 -0.4816 0.4695 2.35 3.36 -4.12 -0.0031
H -1.9388 -2.2666 0.8130 0.44 -0.28 -0.86 0.2193
H -1.9331 1.4365 -0.3048 0.70 -0.49 -0.18 0.2265
H 1.3947 -1.6544 -0.7871 0.61 1.28 1.73 0.3473
H 0.4599 1.9136 0.6905 -1.63 0.98 -0.19 0.2181
H 1.1094 -1.7434 0.8024 0.36 0.47 0.04 0.3599
H 1.4898 2.9600 -1.2883 0.05 0.20 1.33 0.1889
H -2.9819 0.2034 0.2386 -0.23 -0.21 0.63 0.2156
H -1.9075 1.1931 1.4253 -0.79 -0.88 -1.09 0.2202
H 2.6122 1.6627 -1.4548 -1.09 -1.43 -0.32 0.2061
H -1.3689 -2.0071 -0.9677 0.09 -0.11 1.71 0.2252
H -0.1990 -2.5978 0.3237 -1.76 0.78 -0.15 0.2077
```
Forces are in eV/Å.

No. 2
Molecular formula: C4H7O2
Method: DFT, the ωB97M-V functional and the def2-TZVPD basis

Results
Net charge = -1
Molar mass = 87.10 g mol⁻¹
ΔE to the lowest compared entry with this formula, charge and spin = 3.691 eV
Orbital gap = 6.49 eV
Lowest unoccupied orbital energy = 4.20 eV
Electronic energy = -307.0180 a.u.

Structure (XYZ):
```
13
Properties=species:S:1:pos:R:3:forces:R:3:nbo_charge:R:1
O -0.1817 1.9233 0.4674 -0.80 -0.22 1.29 -0.9304
O -1.4267 -0.3689 -2.4532 0.34 0.06 0.54 -0.5778
C 0.3467 -0.5100 0.7169 0.83 2.12 2.75 -0.4674
C -0.9255 -0.5951 -0.0967 -0.38 -2.66 1.81 -0.5433
C 0.7859 1.0704 0.7710 0.91 0.34 -4.60 0.0344
C -0.6208 -0.3686 -1.5486 1.55 -0.02 -1.36 0.4795
H 1.2007 -1.0785 0.2890 -0.61 -0.01 0.51 0.1870
H 1.4511 1.3087 1.6088 0.00 -0.27 0.59 0.0982
H 1.5620 1.2374 -0.2607 -0.38 -1.06 2.00 -0.0262
H -1.2725 -1.7668 0.1280 0.26 2.87 -1.18 0.1923
H 0.1492 -0.7270 1.8691 0.32 -0.27 -2.38 0.1781
H -1.6543 0.1344 0.3579 0.60 -0.73 -0.94 0.2849
H 0.5861 -0.2593 -1.8489 -2.64 -0.14 0.96 0.0907
```
Forces are in eV/Å.

No. 3
Molecular formula: C34H31Cl2NO2
Method: DFT, the ωB97M-V functional and the def2-TZVPD basis

Results
Net charge = 0
Molar mass = 556.53 g mol⁻¹
ΔE to the lowest compared entry with this formula, charge and spin = 0.395 eV
Orbital gap = 2.23 eV
Lowest unoccupied orbital energy = -3.12 eV
Electronic energy = -2439.6436 a.u.

Structure (XYZ):
```
70
Properties=species:S:1:pos:R:3:forces:R:3:nbo_charge:R:1
Cl -5.8868 1.0973 4.7609 -0.33 0.13 0.10 0.0251
Cl 6.9268 0.5160 4.2210 0.27 -0.03 0.13 0.0280
O 0.4997 -2.0022 -4.2715 0.60 -0.38 0.60 -0.5562
O 0.0770 -4.0936 -3.4077 0.20 1.58 -0.08 -0.5704
N -1.6487 -2.7093 -1.7179 -0.37 -1.06 -0.49 -0.4118
C 4.2564 0.9393 4.1624 -0.13 -0.15 -0.27 -0.2313
C 1.9861 -3.4192 -5.7534 -0.14 -0.41 -0.21 -0.6449
C -2.5954 -2.3340 -0.8848 -0.13 0.19 0.60 0.2100
C 3.8194 -1.0134 2.2138 -0.31 -0.08 0.20 -0.1693
C 0.0510 -2.8753 -3.3090 0.27 -1.17 -0.31 0.7459
C -3.6210 -3.3250 -0.5351 0.18 0.12 0.16 -0.0070
C -5.6275 -4.0371 0.6699 0.39 -0.15 -0.04 -0.2192
C -3.0279 -1.6879 4.6765 0.37 0.53 -0.05 -0.1785
C -1.7060 0.5112 1.3861 0.30 0.14 -0.11 -0.1361
C 1.8489 -2.1860 -4.8775 -0.01 0.04 -0.23 0.2709
C -4.2746 -1.0776 4.7628 0.16 0.42 0.13 -0.2293
C 2.0272 -0.9595 -5.7636 -0.20 0.29 0.10 -0.6180
C 5.1083 -0.7847 2.6759 0.01 0.41 0.23 -0.2350
C -4.6143 -5.5160 -0.9706 0.27 0.56 0.16 -0.2169
C -3.6435 -4.5415 -1.2448 -0.34 -0.56 0.10 -0.1932
C 0.3410 -0.5727 3.5249 -0.91 -0.62 0.27 -0.2163
C -2.1103 -0.7597 0.9673 -0.22 0.23 -0.06 -0.2329
C -5.6203 -5.2619 -0.0177 0.15 0.35 -0.27 -0.2009
C -2.5008 -0.9530 -0.3673 0.47 0.11 0.32 -0.0929
C 1.3792 -0.9504 2.6677 0.36 -0.13 0.02 -0.1552
C -1.5528 1.5442 0.4583 -0.60 -0.04 0.01 -0.2336
C 2.9627 0.6638 3.7354 0.35 -0.35 -0.02 -0.1810
C -3.1998 1.1029 5.0294 -0.02 -0.45 -0.02 -0.2168
C -2.4805 0.1295 -1.2610 -0.12 -0.09 0.30 -0.1931
C -1.8504 -0.8903 4.6197 -0.41 0.40 0.33 -0.0677
C -2.0412 1.3813 -0.8385 0.16 -0.26 -0.26 -0.2086
C -4.3561 0.3262 4.8542 0.82 -0.65 0.04 -0.0540
C 5.3361 0.1859 3.6727 -1.09 -0.32 -0.64 -0.0396
C 2.8933 -2.2090 -3.7698 -0.01 0.14 0.31 -0.6434
C 2.6915 -0.4071 2.8355 0.67 0.61 -0.34 -0.0799
C -1.9523 0.4909 4.9460 -0.68 -0.26 -0.04 -0.2038
C -4.5846 -3.1205 0.4774 -0.28 0.01 -0.17 -0.2187
C -0.5455 -2.1865 -2.1167 0.49 0.49 -0.70 -0.0325
C -0.6310 -1.4136 4.0593 0.51 0.40 -0.56 -0.1895
H 1.3156 -0.9922 -6.6013 0.19 0.07 0.28 0.2179
H 3.6434 -1.7002 1.3785 0.13 0.02 0.50 0.2195
H -0.0205 -1.2904 -1.7362 -0.52 -0.22 -0.05 0.1830
H 4.4376 1.7254 4.8913 -0.01 -0.10 -0.19 0.2295
H -4.4985 -2.2375 1.1092 -0.29 -0.02 -0.26 0.2208
H -2.0612 -1.6401 1.6208 -0.15 0.56 -0.06 0.2236
H 2.8850 -1.2462 -3.2427 0.00 -0.26 0.07 0.2123
H 2.7147 -3.0331 -3.0622 0.03 0.26 -0.19 0.2236
H -3.2948 2.1730 5.2079 0.04 -0.27 -0.03 0.2311
H -2.8587 -4.6760 -1.9925 -0.39 -0.17 0.18 0.2513
H -2.0571 2.2154 -1.5422 0.21 -0.24 0.20 0.2181
H -4.5884 -6.4664 -1.5075 -0.05 0.31 0.16 0.2187
H -0.5465 -2.5022 3.9662 0.02 0.40 -0.24 0.2164
H 1.2369 -1.7580 1.9444 0.15 -0.10 0.56 0.2176
H 1.6024 -4.3137 -5.2543 0.11 0.16 -0.14 0.2493
H 1.4713 -3.2723 -6.7135 -0.01 -0.17 0.32 0.2108
H 0.2741 0.5013 3.7519 0.15 -0.57 0.20 0.2018
H -1.0705 2.4824 0.7301 -0.37 -0.14 0.15 0.2144
H 1.8551 -0.0450 -5.1829 0.05 -0.14 -0.16 0.2167
H 2.1332 1.2659 4.1018 0.29 -0.20 0.16 0.2116
H 5.9426 -1.3622 2.2818 -0.15 0.27 -0.01 0.2313
H 3.8942 -2.3471 -4.2001 -0.28 0.04 0.07 0.2190
H -2.7628 -0.0574 -2.2963 -0.02 0.19 0.20 0.2231
H 3.0458 -0.9302 -6.1738 -0.25 -0.07 0.12 0.2138
H -1.0509 1.0775 5.1312 -0.32 -0.13 -0.22 0.2188
H -6.4527 -3.8069 1.3560 0.55 -0.14 -0.14 0.2169
H -1.4813 0.7149 2.4334 0.08 -0.23 -0.41 0.2046
H -5.1881 -1.6712 4.7516 0.23 0.18 -0.05 0.2330
H 3.0568 -3.5602 -5.9770 -0.38 0.02 0.06 0.2095
H -6.4072 -5.9996 0.1722 0.33 0.30 -0.12 0.2157
H -2.9368 -2.7761 4.6109 -0.10 0.39 -0.18 0.2240
```
Forces are in eV/Å.